No. 1
The following is a quantum chemistry calculation of C47H62OP2SSiSn as an isolated structure, from the OMol25 dataset.

Structure (XYZ):
```
115
Properties=species:S:1:pos:R:3:lowdin_charge:R:1
Sn -1.049 0.773 0.499 1.05
C 3.852 -0.022 1.398 -0.14
Si 2.165 -0.607 0.859 0.57
C 2.261 -1.469 -0.797 -0.24
C 3.520 -1.915 -1.211 -0.07
C 3.714 -2.530 -2.439 -0.04
C 2.642 -2.692 -3.300 -0.04
C 1.383 -2.264 -2.911 -0.08
C 1.177 -1.666 -1.666 -0.35
P -0.571 -1.295 -1.258 1.02
C -1.206 -0.386 -2.737 -0.43
C -2.687 0.070 -2.572 -0.23
C -2.901 1.526 -2.989 -0.20
C -2.262 1.786 -4.348 -0.17
C -0.740 1.542 -4.313 -0.17
C -0.287 0.804 -3.051 -0.23
C -1.320 -2.988 -1.289 -0.39
C -0.731 -3.870 -0.181 -0.17
C -1.346 -3.556 1.178 -0.20
C -2.864 -3.681 1.136 -0.18
C -3.445 -2.735 0.090 -0.19
C -2.853 -3.029 -1.281 -0.18
C 1.502 -1.751 2.192 -0.25
C 2.358 -2.848 2.352 -0.08
C 2.256 -3.711 3.433 -0.04
C 1.308 -3.468 4.413 -0.04
C 0.429 -2.406 4.267 -0.08
C 0.486 -1.576 3.147 -0.37
P -0.754 -0.258 2.962 0.99
C -0.312 1.077 4.142 -0.42
C 1.158 1.507 3.959 -0.20
C 1.660 2.303 5.178 -0.18
C 0.520 3.068 5.843 -0.19
C -0.523 2.090 6.412 -0.17
C -0.567 0.771 5.622 -0.19
C -2.483 -0.831 3.291 -0.43
C -2.766 -1.869 4.385 -0.19
C -4.262 -2.194 4.436 -0.18
C -5.113 -0.944 4.628 -0.19
C -4.838 0.065 3.519 -0.18
C -3.355 0.427 3.467 -0.22
H 4.573 -0.830 1.530 0.05
H 4.261 0.684 0.672 0.05
H 3.766 0.485 2.363 0.04
H 4.382 -1.770 -0.570 0.10
H 4.700 -2.870 -2.725 0.12
H 2.780 -3.152 -4.270 0.12
H 0.556 -2.401 -3.598 0.11
H -1.148 -1.095 -3.570 0.12
H -3.319 -0.563 -3.197 0.12
H -3.046 -0.072 -1.545 0.06
H -3.972 1.726 -3.028 0.12
H -2.490 2.206 -2.236 0.10
H -2.731 1.127 -5.082 0.12
H -2.473 2.803 -4.675 0.11
H -0.430 0.963 -5.186 0.12
H -0.202 2.490 -4.373 0.11
H 0.744 0.467 -3.169 0.11
H -0.288 1.497 -2.200 0.07
H -0.981 -3.364 -2.259 0.12
H -0.950 -4.909 -0.441 0.13
H 0.358 -3.783 -0.149 0.11
H -0.913 -4.203 1.943 0.13
H -1.081 -2.532 1.458 0.05
H -3.131 -4.708 0.865 0.13
H -3.298 -3.502 2.119 0.08
H -4.533 -2.812 0.050 0.13
H -3.223 -1.689 0.361 0.08
H -3.144 -4.039 -1.584 0.13
H -3.265 -2.360 -2.033 0.09
H 3.138 -3.037 1.620 0.11
H 2.933 -4.550 3.523 0.12
H 1.244 -4.106 5.284 0.12
H -0.314 -2.234 5.032 0.10
H -0.954 1.917 3.851 0.12
H 1.791 0.626 3.822 0.10
H 1.242 2.108 3.050 0.09
H 2.106 1.621 5.905 0.12
H 2.457 2.981 4.870 0.11
H 0.902 3.709 6.636 0.12
H 0.057 3.735 5.110 0.11
H -0.302 1.867 7.457 0.12
H -1.511 2.554 6.395 0.11
H 0.212 0.089 5.973 0.12
H -1.520 0.275 5.789 0.09
H -2.769 -1.302 2.345 0.07
H -2.203 -2.782 4.192 0.10
H -2.454 -1.492 5.363 0.11
H -4.559 -2.681 3.503 0.10
H -4.444 -2.914 5.235 0.12
H -6.171 -1.209 4.642 0.12
H -4.890 -0.490 5.599 0.12
H -5.144 -0.356 2.555 0.12
H -5.425 0.972 3.669 0.12
H -3.177 1.145 2.658 0.07
H -3.082 0.933 4.397 0.11
C 6.075 7.799 0.362 -0.04
C 4.620 7.993 0.079 -0.67
O 3.837 8.599 0.729 0.09
S 4.054 7.204 -1.538 1.06
C 3.433 5.699 -0.949 -0.50
C 3.148 4.721 -1.928 -0.08
C 2.601 3.520 -1.569 0.01
C 2.312 3.254 -0.210 -0.22
C 2.609 4.228 0.769 0.02
C 3.162 5.428 0.407 -0.05
C 1.727 2.061 0.163 -0.05
C 1.216 0.971 0.492 -0.39
H 6.301 8.148 1.366 0.10
H 6.645 8.379 -0.368 0.10
H 6.355 6.755 0.229 0.09
H 3.372 4.929 -2.966 0.12
H 2.393 2.766 -2.318 0.12
H 2.392 4.021 1.810 0.12
H 3.355 6.172 1.166 0.11
```

The calculation puts the HOMO-LUMO gap at 6.95 eV. The spin multiplicity is 1. Its net charge is +2. For the relative energy (zero: lowest compared OMol25 entry of this formula, charge and spin), the calculation gives 0.0 kcal per mole. The value obtained for the largest force on an atom is 0.543 eV/A.

No. 2
The following is a quantum chemistry calculation of a 5-piece molecular cluster, C47H67Br2NO11S overall at a distorted geometry, from the OMol25 dataset.

Structure (XYZ):
```
129
Properties=species:S:1:pos:R:3:lowdin_charge:R:1
C 0.295 3.809 -5.483 -0.14
C 1.603 3.310 -4.619 -0.24
C 1.600 4.104 -3.184 -0.23
C 0.999 3.254 -1.918 -0.20
C -0.394 2.431 -2.245 -0.16
C -0.556 1.328 -0.998 -0.08
C -1.602 1.614 0.235 -0.07
C -2.514 2.984 0.291 -0.11
C -1.758 0.519 1.460 -0.08
O -2.734 0.844 2.552 -0.10
C -0.865 -0.865 1.539 0.00
C -1.021 -1.958 2.759 -0.17
O -1.892 -3.105 2.451 -0.21
C -3.157 -2.694 1.822 -0.24
C -3.127 -3.026 0.192 -0.10
C 0.234 -1.134 0.315 -0.09
C 0.349 -0.039 -0.945 -0.30
S 1.650 -0.519 -2.261 0.79
C 3.082 -1.160 -1.169 -0.37
C 4.648 -0.802 -1.498 -0.56
Br 5.190 0.316 -3.109 0.53
C 5.856 -1.324 -0.516 -0.07
C 5.405 -2.217 0.805 -0.02
C 3.811 -2.586 1.136 -0.06
C 3.520 -3.462 2.531 -0.13
C 3.092 -2.306 3.661 -0.12
C 2.046 -2.569 4.901 -0.05
C 1.604 -1.372 5.984 -0.04
C 2.207 0.161 5.860 -0.20
C 1.817 1.427 6.829 -0.13
C 3.301 0.443 4.652 -0.02
C 3.733 -0.763 3.576 0.00
C 2.573 -2.065 0.142 -0.09
N 1.096 -2.388 0.407 -0.10
C 0.556 -3.392 -0.589 -0.18
C 1.648 -4.515 -1.095 -0.59
O 1.961 -5.493 -0.212 -0.09
Br 2.436 -4.400 -2.942 0.64
H -0.181 4.816 -5.083 0.08
H 0.532 3.898 -6.632 0.08
H -0.552 2.984 -5.366 0.05
H 2.622 3.399 -5.194 0.10
H 1.469 2.153 -4.359 0.10
H 1.080 5.148 -3.321 0.10
H 2.744 4.325 -2.926 0.11
H 0.745 4.009 -1.053 0.11
H 1.780 2.428 -1.557 0.11
H -1.309 3.183 -2.218 0.12
H -0.417 1.913 -3.294 0.07
H -1.860 3.971 0.142 0.09
H -3.047 3.140 1.347 0.09
H -3.353 3.019 -0.524 0.08
H -2.293 0.547 3.423 0.11
H -1.297 -1.426 3.789 0.13
H 0.069 -2.410 2.934 0.12
H -3.503 -1.604 2.071 0.12
H -3.998 -3.415 2.266 0.13
H -2.921 -4.192 0.093 0.08
H -2.264 -2.404 -0.349 0.07
H -4.184 -2.850 -0.315 0.08
H 7.004 -1.060 -0.694 0.10
H 6.264 -2.580 1.527 0.10
H 2.695 -4.280 2.392 0.12
H 4.573 -3.879 2.856 0.08
H 1.523 -3.611 5.070 0.09
H 0.827 -1.582 6.842 0.08
H 2.784 2.008 7.160 0.08
H 1.094 1.154 7.718 0.08
H 1.209 2.192 6.143 0.09
H 3.754 1.537 4.539 0.09
H 4.523 -0.433 2.761 0.08
H 0.131 -2.885 -1.583 0.11
H -0.385 -3.959 -0.122 0.14
C -4.664 1.928 -7.767 -0.07
C -3.247 1.456 -8.023 -0.22
O -2.400 1.734 -6.893 -0.01
C -2.256 0.916 -5.823 -0.47
C -3.243 -0.196 -5.628 0.02
O -1.382 1.133 -4.989 0.04
H -5.118 1.399 -6.924 0.07
H -5.289 1.770 -8.651 0.06
H -4.673 2.993 -7.514 0.08
H -3.199 0.400 -8.304 0.11
H -2.829 2.017 -8.866 0.13
H -4.072 0.161 -5.012 0.10
H -2.739 -1.020 -5.111 0.10
H -3.625 -0.612 -6.559 0.07
C 5.725 -5.044 8.822 -0.07
C 4.688 -4.314 7.993 -0.23
O 5.199 -4.008 6.683 0.00
C 5.149 -4.849 5.624 -0.48
C 4.829 -6.295 5.866 0.01
O 5.439 -4.450 4.499 0.05
H 5.990 -6.008 8.378 0.07
H 5.354 -5.221 9.836 0.08
H 6.649 -4.459 8.882 0.09
H 3.740 -4.858 7.930 0.11
H 4.461 -3.354 8.468 0.13
H 5.758 -6.848 6.027 0.10
H 4.324 -6.691 4.978 0.10
H 4.149 -6.460 6.700 0.07
C -1.254 6.325 8.312 -0.07
C -0.928 4.847 8.380 -0.23
O 0.399 4.590 7.883 -0.02
C 1.525 4.658 8.632 -0.50
C 1.460 5.331 9.971 0.01
O 2.593 4.249 8.186 0.07
H -0.585 6.915 8.945 0.07
H -2.283 6.508 8.633 0.08
H -1.132 6.698 7.290 0.09
H -1.062 4.431 9.383 0.11
H -1.614 4.299 7.725 0.12
H 1.693 6.392 9.854 0.10
H 2.206 4.868 10.627 0.10
H 0.501 5.214 10.474 0.07
C -6.343 1.087 -13.277 -0.07
C -5.221 0.200 -12.774 -0.23
O -5.170 0.201 -11.335 -0.01
C -5.895 -0.622 -10.542 -0.50
C -7.044 -1.375 -11.143 0.01
O -5.663 -0.687 -9.338 0.08
H -7.321 0.723 -12.949 0.07
H -6.339 1.131 -14.369 0.08
H -6.234 2.103 -12.883 0.09
H -5.281 -0.819 -13.167 0.11
H -4.263 0.606 -13.116 0.13
H -7.956 -0.780 -11.046 0.10
H -7.168 -2.315 -10.594 0.10
H -6.891 -1.652 -12.185 0.07
```

The calculation puts the HOMO-LUMO gap at 7.54 eV. As for the SMILES: CCCCCc1c(C)c(O)c(COCC)c2c1Sc1c(Br)ccc(Cc3ccc(C)cc3)c1N2CC(=O)Br.CCOC(C)=O.CCOC(C)=O.CCOC(C)=O.CCOC(C)=O. The spin multiplicity is 1. Its net charge is 0. The value obtained for the largest force on an atom is 9.288 eV/A.

No. 3
The following is a quantum chemistry calculation of C47H68Cl2CsN4O4PS as an isolated structure at a distorted geometry, from the OMol25 dataset.

Structure (XYZ):
```
128
Properties=species:S:1:pos:R:3:lowdin_charge:R:1
Cs -0.164 1.576 0.972 1.10
C 3.759 3.723 0.937 -0.02
C 2.918 4.072 -0.247 -0.33
C 3.378 3.927 -1.554 -0.03
C 2.549 4.320 -2.594 -0.07
C 1.307 4.857 -2.305 -0.06
C 0.923 4.945 -0.968 -0.24
N 1.713 4.553 0.022 0.17
C -0.377 5.534 -0.586 -0.23
C -0.735 6.783 -1.091 0.00
C -1.923 7.350 -0.667 -0.04
C -2.732 6.636 0.196 -0.01
C -2.319 5.366 0.612 -0.21
N -1.152 4.850 0.245 0.17
C -3.210 4.538 1.449 -0.23
C -4.575 4.523 1.183 -0.02
C -5.395 3.718 1.957 -0.05
C -4.824 2.966 2.963 -0.04
C -3.445 3.051 3.178 -0.34
C -2.814 2.269 4.282 -0.02
N -2.666 3.820 2.431 0.14
H 4.792 3.525 0.660 0.08
H 3.340 2.852 1.434 0.06
H 3.722 4.543 1.650 0.09
H 4.362 3.526 -1.752 0.11
H 2.865 4.218 -3.623 0.11
H 0.653 5.187 -3.096 0.08
H -0.087 7.306 -1.774 0.12
H -2.213 8.334 -1.004 0.11
H -3.660 7.061 0.547 0.11
H -4.983 5.109 0.374 0.11
H -6.454 3.668 1.753 0.12
H -5.426 2.301 3.562 0.12
H -3.356 2.441 5.211 0.09
H -1.765 2.524 4.405 0.07
H -2.876 1.212 4.031 0.06
C -4.628 -2.512 -3.212 -0.06
C -4.183 -1.334 -2.337 -0.37
C -4.118 -0.041 -3.144 -0.06
C -2.864 -1.691 -1.692 -0.19
C -1.730 -1.951 -2.443 0.01
C -0.592 -2.504 -1.877 -0.13
C 0.464 -3.035 -2.822 -0.37
C -0.043 -4.339 -3.450 -0.04
C 0.867 -2.057 -3.930 -0.06
C -0.533 -2.762 -0.493 -0.08
C -1.685 -2.523 0.274 -0.12
C -2.800 -1.957 -0.340 -0.03
C -1.967 -2.916 1.712 -0.35
C -0.767 -3.291 2.559 -0.07
C -2.994 -4.054 1.750 -0.04
C 0.587 -3.613 0.026 -0.20
C 0.255 -4.969 -0.034 -0.06
C 1.095 -5.966 0.416 -0.06
C 2.320 -5.621 0.956 -0.07
C 2.675 -4.287 1.004 -0.11
C 1.850 -3.260 0.542 -0.30
P 2.455 -1.504 0.713 1.19
C 4.009 -1.485 -0.444 -0.67
C 3.456 -1.827 -1.824 -0.12
C 4.489 -0.029 -0.470 -0.11
C 5.213 -2.404 -0.225 -0.08
C 3.136 -1.361 2.521 -0.66
C 4.547 -1.861 2.831 -0.09
C 3.124 0.145 2.818 -0.12
C 2.159 -2.040 3.478 -0.10
H -5.642 -2.364 -3.577 0.08
H -4.599 -3.433 -2.636 0.08
H -3.968 -2.635 -4.068 0.07
H -4.926 -1.203 -1.544 0.13
H -3.360 -0.116 -3.921 0.06
H -3.879 0.790 -2.486 0.05
H -5.077 0.164 -3.613 0.08
H -1.761 -1.803 -3.512 0.11
H 1.347 -3.288 -2.238 0.09
H -0.976 -4.183 -3.987 0.08
H -0.211 -5.085 -2.679 0.06
H 0.695 -4.727 -4.148 0.08
H 0.115 -2.023 -4.715 0.08
H 1.800 -2.387 -4.383 0.08
H 1.009 -1.049 -3.549 0.05
H -3.678 -1.775 0.261 0.11
H -2.430 -2.034 2.171 0.11
H -0.400 -4.284 2.325 0.08
H -1.036 -3.282 3.613 0.09
H 0.015 -2.570 2.381 0.04
H -2.595 -4.946 1.273 0.08
H -3.915 -3.776 1.248 0.07
H -3.225 -4.295 2.786 0.08
H -0.717 -5.230 -0.429 0.12
H 0.784 -6.998 0.370 0.11
H 2.984 -6.380 1.345 0.11
H 3.621 -4.032 1.449 0.07
H 2.562 -1.248 -2.035 0.04
H 3.230 -2.889 -1.872 0.08
H 4.196 -1.608 -2.594 0.10
H 3.654 0.645 -0.671 0.06
H 5.233 0.099 -1.259 0.09
H 4.952 0.255 0.474 0.06
H 4.910 -3.439 -0.100 0.07
H 5.839 -2.103 0.607 0.06
H 5.833 -2.359 -1.122 0.09
H 5.302 -1.230 2.372 0.07
H 4.707 -2.889 2.533 0.06
H 4.696 -1.816 3.909 0.09
H 3.824 0.672 2.171 0.05
H 3.429 0.312 3.852 0.10
H 2.128 0.567 2.684 0.03
H 1.997 -3.079 3.207 0.07
H 1.218 -1.502 3.481 0.04
H 2.552 -2.018 4.492 0.09
O 0.329 3.419 2.691 -0.35
H -0.595 3.694 2.545 -0.05
H 0.656 4.046 3.340 0.05
O -0.552 -0.179 3.574 -0.15
H -1.020 -0.813 4.126 0.04
H -1.200 0.007 2.846 -0.10
O 1.579 0.965 -2.493 -0.08
H 1.207 0.660 -1.660 -0.01
H 1.730 1.911 -2.412 0.01
O -4.726 0.837 0.887 -0.53
S -3.272 1.046 0.658 0.58
N -2.328 0.448 1.615 -0.68
Cl -0.410 3.319 -4.818 0.57
C -1.017 1.935 -3.908 -0.96
Cl -1.349 2.370 -2.219 0.54
H -0.247 1.164 -3.916 0.01
H -1.947 1.615 -4.372 0.02
```

The calculation puts the HOMO-LUMO gap at 8.12 eV. The spin multiplicity is 1. Its net charge is 0. The value obtained for the largest force on an atom is 2.906 eV/A.